C51H44N11O2SSiTi | ωB97M-V/def2-TZVPD

The energy relative to the best compared isomer or geometry (same formula, charge and spin) comes out at 143.8 kJ/mol. As for the net charge: -1. For the HOMO-LUMO gap (spin up / spin down), the calculation gives 4.1932 / 4.1773 eV.

Each line ends with the Mulliken charge.
Cartesian coordinates (Å):
Ti: 0.21 -0.61 0.35  -2.07
C: 3.53 2.20 1.32  -1.32
C: 2.81 1.11 0.83  -1.08
N: 1.48 1.09 0.92  2.62
C: 0.88 2.15 1.47  -0.10
C: 1.62 3.25 1.89  -0.26
N: 2.94 3.27 1.85  -0.59
C: -0.56 1.97 1.70  0.05
C: -1.39 2.93 2.29  -0.99
C: -2.69 2.62 2.58  1.21
C: -3.11 1.31 2.37  -1.49
C: -2.25 0.40 1.79  0.34
N: -1.01 0.75 1.44  1.45
C: -2.55 -1.05 1.67  -0.31
C: -3.78 -1.63 1.94  -0.07
N: -3.97 -2.94 1.88  -0.63
C: -2.93 -3.67 1.53  -0.82
C: -1.69 -3.11 1.24  -0.31
N: -1.52 -1.80 1.31  1.38
C: -3.63 3.64 3.08  -0.36
C: -3.25 4.61 4.00  -0.36
C: -4.18 5.53 4.42  -0.49
N: -5.44 5.56 3.99  -0.64
C: -5.80 4.63 3.09  -0.51
C: -4.94 3.66 2.61  -0.26
H: 4.61 2.20 1.27  0.47
H: 3.29 0.26 0.39  0.61
H: 1.13 4.12 2.30  0.42
H: -1.02 3.93 2.45  0.55
H: -4.10 1.01 2.66  0.68
H: -4.63 -1.02 2.21  0.43
H: -3.07 -4.75 1.48  0.48
H: -0.83 -3.70 0.95  -0.01
H: -2.24 4.63 4.40  0.45
H: -3.91 6.29 5.14  0.38
H: -6.82 4.68 2.74  0.39
H: -5.26 2.96 1.85  0.29
C: 1.26 5.93 -0.88  -0.74
C: 0.10 5.16 -0.95  -0.64
C: 0.17 3.81 -1.23  0.44
C: 1.41 3.15 -1.46  0.36
C: 2.57 3.96 -1.37  -0.97
C: 2.49 5.31 -1.08  -1.05
N: 1.36 1.80 -1.62  -0.20
C: 2.41 1.11 -2.11  0.64
C: 3.49 1.58 -2.92  -1.10
C: 4.45 0.72 -3.42  -0.79
C: 4.40 -0.65 -3.16  -0.92
C: 3.36 -1.15 -2.42  -0.32
C: 2.39 -0.28 -1.90  -0.24
N: 1.30 -0.75 -1.16  2.05
N: 0.88 -2.02 -1.47  -0.93
C: -0.45 -2.09 -1.61  0.63
C: -1.10 -3.23 -2.17  -1.05
C: -2.45 -3.19 -2.36  -0.36
C: -3.19 -2.05 -2.00  -1.13
C: -2.53 -1.01 -1.40  0.03
N: -1.21 -1.06 -1.16  0.53
H: 1.21 6.99 -0.66  0.37
H: -0.87 5.61 -0.78  0.51
H: -0.72 3.20 -1.23  0.14
H: 3.55 3.51 -1.47  0.62
H: 3.40 5.89 -1.00  0.33
H: 3.51 2.62 -3.19  0.71
H: 5.24 1.12 -4.05  0.39
H: 5.17 -1.32 -3.55  0.39
H: 3.26 -2.21 -2.21  0.38
H: -0.49 -4.08 -2.47  0.54
H: -2.95 -4.04 -2.81  0.39
H: -4.26 -1.98 -2.19  0.51
H: -3.03 -0.10 -1.09  0.18
C: 2.06 0.09 4.08  -0.98
Si: 1.24 -1.48 3.44  0.39
C: -0.49 -1.40 4.17  -1.03
C: 2.07 -2.95 4.27  -1.29
N: 1.30 -1.68 1.71  1.16
C: 2.43 -2.41 1.26  0.30
C: 3.74 -2.01 1.56  0.08
C: 4.84 -2.73 1.12  -0.82
C: 4.67 -3.88 0.37  -0.79
C: 3.39 -4.30 0.07  -0.62
C: 2.29 -3.59 0.51  -0.13
H: 2.20 0.01 5.16  0.57
H: 1.43 0.97 3.90  0.13
H: 3.04 0.28 3.63  0.31
H: -0.36 -1.36 5.26  0.59
H: -1.09 -2.29 3.95  0.21
H: -1.05 -0.51 3.89  0.10
H: 1.81 -2.97 5.33  0.43
H: 3.16 -2.92 4.18  0.35
H: 1.73 -3.88 3.81  0.31
H: 3.89 -1.12 2.15  0.18
H: 5.84 -2.39 1.38  0.43
H: 5.53 -4.44 0.02  0.38
H: 3.23 -5.20 -0.51  0.40
H: 1.29 -3.93 0.27  -0.19
O: -4.97 5.21 -6.75  -0.51
C: -5.72 4.97 -5.63  0.67
O: -6.89 5.26 -5.66  -0.60
C: -5.03 4.37 -4.47  0.94
C: -5.72 4.29 -3.26  -0.78
C: -5.12 3.76 -2.14  -0.38
C: -3.81 3.26 -2.16  0.16
S: -3.05 2.60 -0.75  0.03
C: -3.12 3.34 -3.39  -1.11
C: -3.72 3.88 -4.51  -0.79
H: -4.05 5.00 -6.56  0.28
H: -6.73 4.66 -3.23  0.42
H: -5.67 3.71 -1.21  0.35
H: -2.11 2.95 -3.44  0.43
H: -3.13 3.88 -5.42  0.16

=====

C51H45BrCeF3N8O5SSeTe | ωB97M-V/def2-TZVPD

The energy relative to the best compared isomer or geometry (same formula, charge and spin) comes out at 0.0 kJ/mol. The spin multiplicity is 2. For the HOMO-LUMO gap (spin up / spin down), the calculation gives 6.7394 / 6.7385 eV.

Each line ends with the Mulliken charge.
Cartesian coordinates (Å):
Ce: 1.16 0.12 0.75  0.86
Se: 5.34 -7.16 1.50  0.22
N: 4.49 -6.37 0.15  -0.88
C: 4.04 -5.23 0.60  0.90
C: 3.33 -4.27 -0.22  0.90
C: 3.10 -4.51 -1.58  -0.86
C: 2.52 -3.52 -2.33  -0.90
C: 2.15 -2.34 -1.69  -0.50
N: 2.30 -2.11 -0.40  1.06
C: 2.91 -3.05 0.35  -1.14
C: 3.17 -2.76 1.75  -0.49
N: 2.76 -1.56 2.24  0.77
C: 3.05 -1.29 3.50  -0.07
C: 3.73 -2.15 4.36  -1.27
C: 4.16 -3.36 3.87  -0.82
C: 3.89 -3.67 2.54  0.67
C: 4.33 -4.92 1.97  0.89
N: 5.02 -5.82 2.63  -0.90
H: 3.43 -5.45 -2.00  0.55
H: 2.33 -3.64 -3.39  0.53
H: 1.70 -1.55 -2.27  0.16
H: 2.75 -0.34 3.89  0.48
H: 3.90 -1.86 5.39  0.55
H: 4.71 -4.06 4.47  0.55
F: -0.10 -3.66 3.12  -0.21
C: -0.80 -3.84 1.99  0.36
F: -0.62 -5.10 1.60  -0.25
F: -2.11 -3.67 2.28  -0.27
C: -0.43 -2.81 0.89  -0.14
O: -0.54 -3.17 -0.28  -0.58
O: -0.19 -1.65 1.33  0.07
N: -2.98 7.12 0.32  -0.65
C: -2.35 6.15 0.31  -0.13
C: -1.60 4.94 0.31  0.55
C: -1.12 4.43 1.52  -1.26
C: -0.39 3.25 1.52  0.38
C: -0.06 2.50 0.37  0.92
C: -0.59 3.07 -0.80  0.25
C: -1.32 4.24 -0.86  -1.02
H: -1.33 4.96 2.44  0.49
H: -0.05 2.93 2.50  -0.07
H: -0.43 2.58 -1.76  -0.22
H: -1.68 4.62 -1.81  0.47
C: 1.59 1.28 -2.67  -0.90
C: 0.27 0.54 -2.60  0.08
O: -0.46 0.52 -3.59  -0.69
N: 0.04 -0.09 -1.43  0.95
Te: -1.76 -0.81 -0.96  -0.51
C: -2.76 -2.06 -2.40  0.59
C: -4.10 -2.32 -2.07  0.65
C: -4.75 -1.80 -0.82  -1.43
C: -4.84 -3.15 -2.91  -0.91
C: -4.27 -3.76 -4.02  0.58
C: -5.09 -4.64 -4.92  -1.67
C: -2.92 -3.57 -4.25  -0.82
C: -2.14 -2.75 -3.45  0.98
C: -0.66 -2.67 -3.68  -0.70
C: -3.12 0.87 -1.21  0.50
C: -3.74 1.34 -2.37  0.86
C: -3.63 0.66 -3.71  -1.29
C: -4.58 2.44 -2.28  -0.99
C: -4.88 3.06 -1.08  0.66
C: -5.81 4.23 -1.00  -1.58
C: -4.31 2.53 0.08  -0.83
C: -3.44 1.45 0.04  1.40
C: -2.94 0.92 1.36  -1.83
H: 1.50 2.09 -3.39  0.51
H: 2.38 0.60 -3.02  0.26
H: 1.88 1.68 -1.70  0.03
H: -4.21 -2.18 0.06  0.20
H: -5.78 -2.14 -0.75  0.52
H: -4.75 -0.71 -0.77  0.22
H: -5.88 -3.34 -2.68  0.35
H: -6.05 -4.88 -4.46  0.37
H: -4.57 -5.57 -5.13  0.39
H: -5.29 -4.14 -5.87  0.30
H: -2.44 -4.10 -5.07  0.42
H: -0.35 -3.37 -4.46  0.50
H: -0.15 -2.92 -2.75  -0.32
H: -0.38 -1.67 -3.98  0.14
H: -2.59 0.43 -3.94  0.05
H: -4.03 1.29 -4.50  0.51
H: -4.18 -0.28 -3.71  0.16
H: -5.05 2.82 -3.19  0.35
H: -6.32 4.39 -1.94  0.38
H: -5.27 5.14 -0.74  0.27
H: -6.56 4.07 -0.22  0.35
H: -4.55 2.98 1.04  0.36
H: -3.35 1.51 2.18  0.58
H: -1.85 0.98 1.44  0.22
H: -3.24 -0.12 1.51  0.19
S: 4.26 0.08 -0.66  -0.47
C: 4.94 1.60 -0.60  0.38
N: 4.64 2.56 0.27  0.45
C: 5.39 3.79 0.05  -0.54
C: 6.41 3.36 -1.02  -0.59
N: 5.89 2.06 -1.45  -0.21
H: 3.92 2.45 0.97  -0.04
H: 5.86 4.13 0.96  0.29
H: 4.73 4.58 -0.32  0.30
H: 7.42 3.27 -0.61  0.30
H: 6.44 4.05 -1.86  0.31
H: 6.43 1.41 -1.99  0.26
Br: 3.82 3.93 3.58  -0.19
C: 2.45 3.24 4.69  0.29
C: 2.28 3.88 5.90  -0.62
C: 1.33 3.45 6.80  -0.56
C: 0.53 2.36 6.49  -0.96
C: 0.68 1.73 5.28  -0.41
C: 1.64 2.15 4.34  0.11
C: 1.62 1.40 3.03  0.29
O: 0.68 0.56 2.88  -0.24
O: 2.47 1.61 2.13  -0.26
H: 2.91 4.74 6.14  0.46
H: 1.21 3.97 7.75  0.39
H: -0.22 2.01 7.19  0.42
H: 0.06 0.89 5.00  0.53

=====

C51H47FeN8O4P2S | ωB97M-V/def2-TZVPD

The energy relative to the best compared isomer or geometry (same formula, charge and spin) comes out at 0.0 kJ/mol. The spin multiplicity is 5. As for the net charge: +1. For the HOMO-LUMO gap (spin up / spin down), the calculation gives 7.1572 / 7.1630 eV.

Each line ends with the Mulliken charge.
Cartesian coordinates (Å):
Fe: 0.56 0.09 -0.31  1.07
C: 4.76 1.28 0.37  -1.98
C: 3.46 1.09 -0.40  0.84
O: 2.54 0.57 0.23  0.66
C: 3.27 1.62 -1.72  0.75
C: 4.35 2.29 -2.33  -1.21
C: 4.19 3.11 -3.42  -0.93
C: 2.96 3.20 -4.05  -0.52
C: 1.89 2.46 -3.61  -1.07
C: 1.97 1.71 -2.39  0.44
O: 0.88 1.20 -1.87  0.02
H: 4.79 0.66 1.24  0.09
H: 4.82 2.33 0.61  0.46
H: 5.65 1.07 -0.19  0.59
H: 5.31 2.19 -1.85  0.39
H: 5.05 3.67 -3.80  0.38
H: 2.86 3.92 -4.88  0.40
H: 0.93 2.52 -4.12  0.54
O: -0.76 1.43 0.61  -0.28
P: -0.68 2.02 1.98  0.32
C: -0.91 0.67 3.19  -1.20
P: 0.39 -0.63 3.06  -0.15
O: 0.69 -1.04 1.66  0.08
C: -0.33 -2.01 3.99  0.84
C: -0.30 -3.27 3.44  -0.29
C: -1.03 -4.32 4.01  -0.69
C: -1.78 -4.10 5.18  -0.59
C: -1.80 -2.81 5.73  -0.78
C: -1.11 -1.79 5.13  -0.40
C: 1.82 0.04 3.98  0.93
C: 1.73 0.23 5.35  -0.43
C: 2.87 0.60 6.06  -0.92
C: 4.06 0.66 5.37  -0.64
C: 4.15 0.44 4.00  -0.77
C: 3.04 0.13 3.27  0.60
C: 0.83 2.96 2.20  1.34
C: 1.39 3.39 1.00  -0.93
C: 2.51 4.19 1.07  -0.68
C: 2.96 4.68 2.29  -0.74
C: 2.34 4.32 3.47  -0.98
C: 1.27 3.44 3.47  -0.28
C: -2.02 3.19 2.33  0.75
C: -3.34 2.71 2.25  -0.65
C: -4.42 3.53 2.42  -0.74
C: -4.21 4.89 2.64  -0.51
C: -2.93 5.42 2.62  -0.78
C: -1.83 4.58 2.46  -0.25
H: -1.91 0.23 2.97  0.68
H: -0.95 1.01 4.23  0.72
H: 0.24 -3.48 2.51  0.33
H: -1.06 -5.29 3.50  0.41
H: -2.36 -4.91 5.57  0.44
H: -2.37 -2.54 6.62  0.40
H: -1.19 -0.82 5.59  0.19
H: 0.79 0.03 5.86  0.20
H: 2.85 0.69 7.15  0.43
H: 4.96 0.93 5.90  0.39
H: 5.11 0.57 3.51  0.41
H: 3.06 -0.11 2.21  -0.14
H: 0.97 3.03 0.04  0.58
H: 2.95 4.51 0.14  0.46
H: 3.71 5.44 2.35  0.46
H: 2.68 4.78 4.36  0.54
H: 0.74 3.20 4.41  0.32
H: -3.46 1.65 2.08  0.17
H: -5.39 3.11 2.38  0.47
H: -5.08 5.53 2.71  0.38
H: -2.69 6.47 2.74  0.44
H: -0.82 5.03 2.42  0.26
S: -2.62 -6.81 -1.11  0.12
N: -3.30 -5.33 -0.99  -0.68
C: -2.33 -4.44 -1.00  0.51
C: -2.50 -2.99 -1.03  0.73
C: -3.76 -2.35 -1.05  -0.57
C: -3.80 -0.98 -1.12  -1.87
C: -2.56 -0.28 -1.00  -0.56
N: -1.39 -0.88 -0.94  1.54
C: -1.34 -2.19 -0.99  -0.78
C: 0.00 -2.78 -1.01  0.36
N: 1.03 -1.92 -1.00  0.77
C: 2.26 -2.37 -1.18  -0.56
C: 2.54 -3.73 -1.33  -1.39
C: 1.48 -4.58 -1.22  -0.97
C: 0.16 -4.15 -1.12  0.48
C: -1.02 -5.00 -1.13  0.84
N: -1.02 -6.30 -1.18  -0.72
H: -4.68 -2.90 -0.96  0.55
H: -4.76 -0.49 -1.09  0.48
H: -2.56 0.82 -0.91  0.73
H: 3.10 -1.71 -1.20  0.42
H: 3.55 -3.99 -1.46  0.52
H: 1.74 -5.60 -1.31  0.58
C: -1.01 -2.56 -4.70  -0.47
N: -1.17 -2.24 -6.13  0.03
C: -2.62 -2.23 -6.42  -0.67
N: -3.36 -1.26 -5.60  0.07
C: -3.10 -1.54 -4.19  -0.60
N: -1.68 -1.58 -3.83  0.58
C: -1.16 -0.23 -4.08  -0.79
N: -1.37 0.17 -5.49  0.10
C: -0.69 -0.86 -6.34  -0.68
C: -2.81 0.08 -5.82  -0.64
H: 0.07 -2.53 -4.51  0.21
H: -1.34 -3.59 -4.45  0.15
H: -3.06 -3.23 -6.40  0.29
H: -2.73 -1.96 -7.47  0.36
H: -3.61 -2.49 -3.94  0.11
H: -3.67 -0.77 -3.59  0.19
H: -0.09 -0.14 -3.87  0.10
H: -1.65 0.51 -3.41  0.16
H: 0.37 -0.76 -5.97  0.34
H: -0.80 -0.55 -7.42  0.34
H: -2.96 0.34 -6.91  0.36
H: -3.37 0.77 -5.16  0.31